Computed, not measured: 9 unconnected molecules or ions with the total composition C32H41BBrF11IN2O28P2S in a non-equilibrium geometry, with ωB97M-V with the def2-TZVPD basis set.

Summary:
Total energy in Eh: -8536.4404
Orbital gap in eV: 5.5
Charge: -1

The geometry in XYZ format:
```
120
C32H41BBrF11IN2O28P2S ωB97M-V with the def2-TZVPD basis set
C -2.608 -1.657 1.236
C -2.193 -0.750 0.071
S -1.590 -1.739 -1.315
C -0.050 -2.481 -0.747
P 1.571 -2.502 -1.794
F 0.823 -3.736 -2.745
B 3.154 -2.866 -2.979
N 3.310 -2.277 -4.331
O 4.153 -3.779 -2.636
C 2.184 -3.847 -0.499
Br 3.843 -3.400 0.462
C 2.176 -5.286 -1.004
C 0.872 -6.023 -0.685
N 2.386 -1.083 -0.899
C 1.821 -0.390 0.171
O 2.332 -0.300 1.253
F 0.673 0.275 0.019
C 3.467 -0.409 -1.436
O 4.598 -0.446 -1.029
F 3.245 0.471 -2.436
P 0.853 -0.965 -3.451
O 0.210 0.318 -2.596
I -0.917 -1.984 -4.927
H -2.841 -1.019 2.083
H -1.765 -2.287 1.477
H -3.457 -2.254 0.952
H -3.076 -0.240 -0.280
H -1.458 -0.027 0.394
H -0.306 -3.527 -0.720
H 0.083 -2.288 0.321
H 3.531 -3.044 -4.956
H 4.043 -1.582 -4.354
H 4.922 -3.297 -2.332
H 1.496 -3.874 0.324
H 2.450 -5.435 -2.036
H 2.937 -5.798 -0.426
H 1.085 -7.044 -0.398
H 0.371 -5.568 0.153
H 0.231 -6.017 -1.554
H -0.205 0.926 -3.213
C 0.863 3.484 -5.177
C 0.135 4.796 -5.334
O -1.222 4.395 -5.361
C -1.310 3.243 -4.628
O -2.319 2.777 -4.229
O -0.077 2.716 -4.421
F 0.438 5.406 -6.513
H 1.044 2.995 -6.135
H 1.805 3.581 -4.645
H 0.288 5.502 -4.517
C 7.085 -1.419 1.322
C 7.168 -1.682 2.804
O 8.358 -2.450 2.912
C 9.169 -2.073 1.880
O 10.325 -2.315 1.816
O 8.475 -1.379 0.951
F 6.124 -2.417 3.251
H 6.589 -2.226 0.781
H 6.589 -0.483 1.082
H 7.261 -0.785 3.420
C 0.329 1.835 2.527
C -0.078 3.129 3.189
O -1.124 3.579 2.349
C -1.701 2.476 1.816
O -2.762 2.470 1.286
O -0.918 1.390 1.970
F 0.931 4.049 3.164
H 1.052 1.983 1.724
H 0.727 1.107 3.227
H -0.436 3.021 4.198
C -4.852 2.326 -2.727
C -5.943 2.073 -1.716
O -6.677 1.018 -2.314
C -5.794 0.313 -3.089
O -6.004 -0.767 -3.519
O -4.659 1.021 -3.285
F -6.764 3.158 -1.571
H -5.171 3.013 -3.512
H -3.939 2.702 -2.278
H -5.586 1.761 -0.739
C -5.101 5.135 5.524
C -5.031 5.210 4.017
O -3.697 4.811 3.758
C -3.328 3.979 4.765
O -2.386 3.262 4.730
O -4.184 4.072 5.810
F -5.214 6.476 3.569
H -4.750 6.055 5.994
H -6.095 4.903 5.895
H -5.717 4.542 3.495
C -0.296 -7.712 3.764
C 1.209 -7.645 3.648
O 1.396 -6.596 2.718
C 0.334 -5.758 2.849
O 0.292 -4.655 2.429
O -0.677 -6.347 3.545
F 1.725 -8.791 3.139
H -0.737 -8.341 2.991
H -0.632 -8.056 4.738
H 1.726 -7.401 4.578
C -1.513 9.582 -7.384
C -0.341 8.629 -7.415
O -0.080 8.424 -6.039
C -1.266 8.584 -5.380
O -1.468 8.232 -4.273
O -2.178 9.194 -6.178
F 0.749 9.193 -7.996
H -1.189 10.621 -7.307
H -2.170 9.476 -8.243
H -0.547 7.669 -7.891
C -0.688 -2.342 6.057
C -0.201 -3.745 5.798
O -0.793 -4.480 6.858
C -1.949 -3.833 7.188
O -2.815 -4.298 7.842
O -1.968 -2.585 6.657
F 1.150 -3.832 5.904
H -0.047 -1.812 6.763
H -0.782 -1.753 5.149
H -0.517 -4.161 4.842
```